(1)
DFT (ωB97M-V/def2-TZVPD) results for a cluster of 2 separate species, C2H5NS in total in a non-equilibrium geometry.

Computed properties:
HOMO-LUMO gap: 8.58 eV
structure (SMILES): C=N.C=S

Geometry as ORCA input:
```
! wB97M-V def2-TZVPD RIJCOSX def2/J DEFGRID3
* xyz 0 1
C 0.6356 -0.5392 -0.6445
C -2.1473 -0.6233 0.6071
N 0.5100 -0.1588 0.5639
S -2.4497 0.0268 -0.8121
H 1.5426 -0.7049 -1.1962
H -0.3034 -0.5440 -1.2818
H -1.7034 -1.4730 0.8512
H -2.1852 -0.0137 1.4521
H 1.4044 -0.1988 1.0915
*
```

=====

(2)
DFT (ωB97M-V/def2-TZVPD) results for the molecule C25H41NO2.

Computed properties:
HOMO-LUMO gap: 8.71 eV
structure (SMILES): CCN(CC)CCO[C@H]1CC[C@@]2(C)C(=CC[C@@H]3[C@@H]2CC[C@]2(C)C(=O)CC[C@@H]32)C1

Geometry as ORCA input:
```
! wB97M-V def2-TZVPD RIJCOSX def2/J DEFGRID3
* xyz 0 1
C -4.5309 -0.5794 -1.9588
H -4.2747 -1.6318 -1.8660
H -4.6300 -0.3444 -3.0163
H -3.7156 0.0062 -1.5462
C -5.8509 -0.2688 -1.2398
N -5.8335 -0.2965 0.2103
C -5.5685 0.9594 0.8641
H -5.6962 0.7991 1.9377
C -4.1932 1.6225 0.6445
O -3.1751 0.7378 1.0430
C -1.8853 1.3052 1.1425
C -0.9888 0.2509 1.7988
C -0.4519 -0.7138 0.7473
H -1.2978 -1.0862 0.1685
H 0.0089 -1.5700 1.2376
C 0.5622 -0.0162 -0.1904
C 0.1729 1.4471 -0.2468
C 1.0469 2.4411 -0.2319
C 2.5254 2.2699 -0.1228
C 2.9713 0.8241 -0.3392
C 4.3643 0.6150 0.2444
C 5.5265 1.4875 -0.2334
H 5.4610 2.5078 0.1412
H 5.5567 1.5299 -1.3223
C 6.7472 0.7501 0.3313
C 6.3111 -0.6903 0.5580
O 6.9873 -1.5607 1.0357
C 4.8832 -0.8142 0.0516
C 3.9577 -1.7608 0.8065
H 4.2820 -2.7958 0.6873
C 2.5292 -1.5997 0.2804
H 2.5010 -1.9437 -0.7518
H 1.8779 -2.2560 0.8591
C 2.0061 -0.1554 0.3590
H 1.9713 0.1319 1.4172
H 3.9917 -1.5234 1.8725
C 5.0472 -1.2497 -1.4139
H 4.1075 -1.2002 -1.9543
H 5.7729 -0.6285 -1.9322
H 5.4067 -2.2765 -1.4370
H 7.6208 0.7817 -0.3201
H 7.0518 1.1619 1.2952
H 4.2783 0.7684 1.3293
H 2.9844 0.6239 -1.4128
H 3.0276 2.9252 -0.8391
H 2.8295 2.6009 0.8776
H 0.6987 3.4660 -0.2589
C -1.3046 1.7019 -0.2353
H -1.5169 2.7488 -0.4559
H -1.7935 1.0881 -0.9943
C 0.4284 -0.6133 -1.6007
H -0.5355 -0.3505 -2.0299
H 0.4914 -1.6979 -1.5688
H 1.1989 -0.2307 -2.2647
H -1.5854 -0.2872 2.5359
H -0.1630 0.7456 2.3121
H -1.9388 2.2003 1.7862
H -4.0759 1.9131 -0.4095
H -4.1505 2.5436 1.2493
H -6.3270 1.6787 0.5351
C -5.1921 -1.4531 0.8086
C -5.9504 -2.7388 0.4899
H -5.8629 -3.0038 -0.5602
H -5.5482 -3.5570 1.0825
H -7.0034 -2.6165 0.7294
H -5.2045 -1.3007 1.8901
H -4.1399 -1.5553 0.5095
H -6.1970 0.7239 -1.5389
H -6.6041 -0.9905 -1.5769
*
```

=====

(3)
DFT (ωB97M-V/def2-TZVPD) results for the molecule C4H5NO2 in a non-equilibrium geometry.

Computed properties:
HOMO-LUMO gap (alpha / beta): 7.29 / 8.39 eV
expectation value of S²: 2.013

Geometry as ORCA input:
```
! wB97M-V def2-TZVPD RIJCOSX def2/J DEFGRID3
* xyz 0 3
C 0.8547 0.1201 0.6797
C 1.6008 1.1407 1.2740
C -1.3237 -0.3074 -0.2835
C 0.1412 -0.7156 -0.3508
N 0.7958 0.1899 1.9824
O 2.1841 2.1907 1.2456
O 0.7157 -0.4065 -1.5697
H -1.6251 -0.1888 0.8277
H -2.1204 -0.9439 -0.7873
H -1.5344 0.6639 -0.8594
H 0.2894 -1.7742 -0.0261
H 0.0218 0.0312 -2.1326
*
```

=====

(4)
DFT (ωB97M-V/def2-TZVPD) results for a structure of composition C28H36Cl3N4O2ReSb2 in a non-equilibrium geometry.

Computed properties:
HOMO-LUMO gap (alpha / beta): 3.76 / 4.93 eV
expectation value of S²: 1.188

Geometry as ORCA input:
```
! wB97M-V def2-TZVPD RIJCOSX def2/J DEFGRID3
* xyz 3 2
Re -0.1347 0.2036 -0.5121
C -4.0720 1.7287 2.3888
Sb -2.2614 0.5606 2.4109
C -3.1477 -1.2551 3.1621
C -1.6643 1.2622 4.4924
C -0.9116 2.5147 4.4303
C -1.5297 3.7459 4.6807
C -0.7853 4.9040 4.8124
C 0.5998 4.8611 4.6604
C 1.2116 3.6692 4.3207
C 0.4685 2.4971 4.1707
C 1.0986 1.2392 3.7402
Sb 1.3483 1.1425 1.5538
C 3.1285 -0.0484 1.6610
C 2.1881 3.0439 1.0992
H -3.8144 2.7860 2.4140
H -4.6643 1.4676 3.2636
H -4.6535 1.5199 1.4922
H -3.7165 -1.0070 4.0562
H -2.3766 -1.9829 3.4056
H -3.8144 -1.6774 2.4128
H -1.1103 0.3976 4.8449
H -2.6364 1.3314 4.9719
H -2.6015 3.7674 4.8384
H -1.2675 5.8417 5.0537
H 1.1881 5.7581 4.7963
H 2.2885 3.6365 4.1939
H 0.5507 0.3425 4.0146
H 2.1342 1.1457 4.0697
H 3.8247 0.4461 2.3354
H 3.5911 -0.1327 0.6801
H 2.8998 -1.0415 2.0445
H 3.0613 3.1829 1.7327
H 1.4600 3.8300 1.2813
H 2.4813 3.0448 0.0503
Cl 5.8395 -2.5269 -3.2022
C 4.5623 -1.5188 -2.7054
C 3.5249 -2.0499 -1.9316
C 2.5224 -1.2030 -1.5369
Cl 1.2078 -1.7315 -0.5209
C 2.4671 0.1579 -1.8757
O 1.4818 0.9439 -1.4679
C 3.5361 0.6620 -2.6512
Cl 3.5219 2.3190 -3.0706
C 4.5635 -0.1675 -3.0531
H 3.5316 -3.0947 -1.6494
H 5.3794 0.2313 -3.6413
C -2.8473 -3.5773 -4.2152
N -2.3884 -2.6095 -3.2251
C -2.9898 -2.4455 -1.9083
C -2.0846 -1.3982 -1.3300
O -2.0225 -0.9070 -0.1814
N -1.2047 -0.9882 -2.2453
C -1.3922 -1.7447 -3.3710
N -0.6484 -1.6175 -4.4523
H -3.4765 -4.3133 -3.7226
H -2.0024 -4.1065 -4.6571
H -3.4234 -3.0956 -5.0062
H -2.9911 -3.3722 -1.3305
H -4.0212 -2.0854 -1.9771
H 0.0994 -0.9447 -4.4752
H -0.8048 -2.1920 -5.2663
N -1.4315 1.8962 -0.9570
C -1.4223 3.2029 -0.2962
C -0.4056 4.0969 -0.5978
C -0.4366 5.3725 -0.0559
C -1.4842 5.7565 0.7691
C -2.4960 4.8543 1.0676
C -2.4644 3.5727 0.5380
H -2.3875 1.5404 -0.9425
H -1.2076 2.0712 -1.9381
H 0.3839 3.8046 -1.2836
H 0.3477 6.0740 -0.3070
H -1.5344 6.7647 1.1564
H -3.3303 5.1591 1.6845
H -3.2829 2.8864 0.7228
*
```